No. 1
{"formula": "C5H10N4", "method": "ωB97M-V with the def2-TZVPD basis set", "relative_energy_kj_mol": 348.8, "orbital_gap_ev": 10.738, "smiles": "c1nn[nH]n1.CC1CC1", "symbols": ["C", "H", "H", "H", "H", "H", "C", "C", "H", "H", "C", "H", "N", "N", "N", "H", "N", "H", "C"], "positions_angstrom": [[-2.66, 0.62, 0.63], [-0.23, -1.27, -1.07], [4.83, 0.74, -0.16], [-1.52, -1.05, -2.20], [1.35, -1.40, -0.19], [-0.99, 1.18, -0.73], [2.15, -0.60, -0.19], [-1.42, 0.35, 1.26], [-1.91, -1.72, -0.55], [-0.93, 1.15, 1.92], [-1.26, -1.02, -1.07], [-1.39, -0.65, 1.76], [2.90, 1.38, -0.08], [3.88, 0.55, -0.08], [1.79, 0.70, -0.12], [-3.03, 1.60, 0.65], [3.48, -0.73, -0.12], [-3.49, -0.15, 0.64], [-1.55, 0.34, -0.29]], "mulliken_charge": [-0.42, 0.04, 0.23, 0.26, 0.41, 0.25, 0.08, -0.48, 0.28, 0.23, -0.94, 0.21, -0.62, 0.46, 0.08, 0.26, -0.59, 0.18, 0.08]}

No. 2
{"formula": "C9H14FN", "method": "ωB97M-V with the def2-TZVPD basis set", "relative_energy_kj_mol": 0.9, "orbital_gap_ev": 9.027, "smiles": "C=C=NC(=C)CC(=C)CC.F", "symbols": ["C", "H", "C", "C", "H", "H", "H", "C", "C", "F", "C", "H", "C", "H", "H", "C", "H", "N", "H", "H", "H", "H", "C", "H", "H"], "positions_angstrom": [[-1.28, -0.03, -0.66], [-1.20, 1.19, 1.79], [-0.76, 0.21, 1.76], [-0.82, 1.39, -1.00], [0.26, 1.46, -0.87], [-3.11, 3.93, -0.98], [-1.29, 2.12, -0.35], [-0.73, -0.52, 0.66], [2.62, 1.13, 0.94], [-2.84, 4.18, -0.13], [1.19, -2.83, -1.29], [-1.05, 1.63, -2.04], [-0.11, -1.90, 0.63], [-2.37, -0.05, -0.61], [2.78, 1.27, 2.00], [2.27, -0.02, 0.46], [2.05, -2.86, -1.93], [2.14, -1.11, -0.05], [-0.97, -0.71, -1.45], [2.74, 2.00, 0.32], [-0.85, -2.62, 0.27], [-0.35, -0.15, 2.69], [1.08, -1.96, -0.29], [0.40, -3.53, -1.51], [0.19, -2.18, 1.64]], "mulliken_charge": [-0.40, 0.28, -1.06, -0.93, 0.16, 0.40, 0.23, 0.65, -1.15, -0.40, -0.96, 0.38, -0.95, 0.32, 0.26, 0.87, 0.33, -0.50, 0.31, 0.27, 0.34, 0.31, 0.63, 0.28, 0.35]}

No. 3
{"formula": "C3H5FIN", "method": "ωB97M-V with the def2-TZVPD basis set", "relative_energy_kj_mol": 489.9, "orbital_gap_ev": [7.749, 8.983], "symbols": ["H", "C", "H", "N", "H", "C", "H", "I", "C", "F", "H"], "positions_angstrom": [[-1.41, 1.11, -0.62], [0.01, -0.63, 1.57], [-1.01, -0.11, -1.70], [0.55, 1.07, -0.47], [0.75, -2.51, 2.38], [0.82, -1.59, 1.69], [-0.50, 1.62, -2.13], [2.17, 0.22, -1.21], [-0.61, 0.87, -1.28], [-1.07, -0.10, 1.97], [1.75, -1.44, 1.05]], "mulliken_charge": [0.32, 0.31, 0.30, -0.39, 0.26, -0.34, 0.30, 0.13, -0.70, -0.17, -0.01]}

No. 4
{"formula": "C4H8O", "method": "ωB97M-V with the def2-TZVPD basis set", "relative_energy_kj_mol": 265.2, "orbital_gap_ev": 10.334, "smiles": "CC(C)C=O", "symbols": ["H", "H", "H", "H", "H", "H", "C", "O", "C", "H", "C", "C", "H"], "positions_angstrom": [[-0.96, -1.08, 2.02], [1.60, 1.65, -0.58], [-1.19, -0.55, -1.82], [0.93, -0.93, 0.17], [0.36, 0.07, 2.21], [0.54, 1.28, -1.93], [1.12, 0.83, -1.10], [-1.84, -1.15, -0.04], [-0.98, -0.66, -0.74], [1.95, 0.30, -1.62], [-0.50, -0.14, 1.61], [0.26, -0.14, -0.13], [-1.30, 0.60, 1.68]], "mulliken_charge": [0.28, 0.30, 0.37, 0.23, 0.37, 0.32, -1.07, -0.49, -0.07, 0.28, -0.99, 0.13, 0.33]}

No. 5
{"formula": "C4H9F3O", "method": "ωB97M-V with the def2-TZVPD basis set", "relative_energy_kj_mol": 0.0, "orbital_gap_ev": 12.269, "smiles": "CCCC(F)(F)F.O", "symbols": ["H", "H", "H", "H", "F", "O", "H", "H", "C", "H", "C", "C", "F", "F", "C", "H", "H"], "positions_angstrom": [[0.29, 2.38, 2.56], [-0.16, 1.21, 0.19], [-0.83, 1.12, 3.17], [1.81, 0.58, 1.84], [0.81, -1.81, 0.35], [-1.72, -1.04, -6.30], [-1.55, -1.29, -5.37], [0.74, -0.73, 2.41], [0.75, 0.26, 1.92], [-1.03, -0.22, 0.83], [0.67, -0.70, -0.37], [-0.03, 0.18, 0.58], [-0.09, -0.93, -1.40], [1.92, -0.23, -0.67], [0.22, 1.34, 2.92], [0.83, 1.24, 3.84], [-2.64, -1.34, -6.48]], "mulliken_charge": [0.33, 0.36, 0.32, 0.30, -0.28, -0.65, 0.32, 0.27, -0.31, 0.29, 0.92, -0.83, -0.25, -0.27, -1.20, 0.34, 0.33]}

No. 6
{"formula": "C26H33F6NO22S", "method": "ωB97M-V with the def2-TZVPD basis set", "relative_energy_kj_mol": 19.8, "orbital_gap_ev": 10.117, "smiles": "O=C1C[C@@H](CCCCS(=O)(=O)O)CN1.O=C1OC[C@@H](F)O1.O=C1OC[C@@H](F)O1.O=C1OC[C@@H](F)O1.O=C1OC[C@@H](F)O1.O=C1OC[C@@H](F)O1.O=C1OC[C@@H](F)O1", "symbols": ["O", "O", "C", "H", "O", "C", "H", "F", "O", "H", "H", "H", "C", "C", "C", "O", "H", "H", "H", "O", "O", "F", "C", "H", "O", "O", "C", "C", "H", "F", "C", "C", "H", "O", "O", "H", "H", "C", "S", "H", "H", "H", "H", "O", "O", "H", "H", "C", "C", "C", "C", "H", "H", "C", "C", "C", "F", "O", "C", "O", "C", "C", "F", "H", "H", "O", "H", "O", "H", "C", "O", "H", "H", "C", "C", "O", "H", "H", "H", "C", "O", "H", "O", "C", "H", "F", "H", "N", "O"], "positions_angstrom": [[-4.71, -3.60, -8.73], [-3.47, -4.36, -7.05], [-4.52, -5.31, -7.23], [-4.49, -5.52, -9.42], [1.02, 0.84, 1.46], [-3.35, -1.20, -5.06], [10.74, 3.81, 3.32], [-5.64, -1.85, -5.19], [7.50, 4.31, 1.04], [-6.82, 1.30, -2.61], [-3.29, -2.77, 0.32], [11.32, 1.41, 3.49], [4.17, -1.60, 4.40], [6.62, 3.83, 1.67], [-4.80, -0.79, -5.22], [-8.42, 2.63, -2.76], [-3.57, -1.77, -1.59], [3.94, 3.02, 1.60], [-4.14, -6.32, -7.11], [3.69, -0.55, 6.37], [7.71, 1.20, 4.69], [12.05, 1.96, 5.26], [8.77, 1.73, 4.58], [4.15, -0.85, 3.60], [-0.32, 2.52, 2.65], [2.84, -1.87, 4.80], [4.53, 3.45, 2.41], [-5.01, -4.99, -8.63], [10.47, 3.89, 5.08], [-5.52, 3.16, -4.54], [4.81, -1.12, 5.68], [-3.81, 0.53, -3.69], [-1.09, -1.64, 3.01], [-5.01, 0.00, -4.06], [1.82, 1.85, 3.59], [0.01, 3.24, 3.22], [-3.26, -2.11, -4.45], [-6.33, 3.26, -3.46], [0.74, 1.35, 2.77], [-2.84, -1.35, -6.00], [-7.43, 1.59, -4.26], [5.71, 2.76, 4.09], [-5.72, 3.51, -2.59], [-2.81, -0.09, -4.33], [-7.27, 4.29, -3.69], [-0.25, 0.55, 4.70], [-2.09, -0.55, 3.94], [10.36, 3.27, 4.19], [2.56, -1.09, 5.88], [-3.08, -0.92, 1.35], [-2.59, -1.92, 0.31], [-0.42, -1.94, 0.83], [-5.31, -5.12, -6.49], [-7.22, 2.05, -3.29], [-1.23, -2.58, 0.47], [-1.33, -0.58, 3.15], [3.70, 4.02, 3.31], [-3.05, -2.32, -7.90], [-0.89, -3.03, -0.94], [-3.69, 1.40, -2.89], [5.48, 2.47, 3.07], [11.00, 1.92, 4.41], [4.73, -2.73, 3.92], [-2.46, -0.37, -1.32], [-1.26, -3.44, 1.14], [8.99, 2.93, 4.01], [5.59, -0.38, 5.54], [-0.14, -3.90, -1.26], [-3.82, -0.27, 0.86], [-2.62, -1.43, -1.16], [-9.35, 4.67, -2.91], [-1.25, 0.16, 1.09], [0.75, -0.62, 3.84], [-3.68, -3.33, -7.90], [-1.97, 0.00, 1.90], [6.66, 2.62, 2.26], [-2.41, 0.97, 2.15], [-0.84, -1.59, -2.24], [5.20, -1.96, 6.25], [-0.06, 0.10, 3.72], [1.47, -0.89, 6.30], [5.13, 1.45, 3.05], [5.41, 4.43, 1.89], [-8.45, 3.94, -3.10], [-5.01, -0.20, -6.11], [-6.34, -5.17, -8.77], [-3.57, -1.44, 2.18], [-1.57, -2.20, -1.88], [9.94, 1.18, 4.99]], "mulliken_charge": [-0.30, -0.31, -0.37, 0.29, -0.67, -0.39, 0.29, -0.32, -0.53, 0.15, 0.47, 0.29, 0.60, 0.63, 0.42, -0.35, 0.17, 0.32, 0.26, -0.33, -0.46, -0.29, 0.59, 0.09, -0.51, -0.34, 0.48, 0.29, 0.28, -0.29, -0.32, 0.75, 0.34, -0.32, -0.59, 0.37, 0.30, 0.42, 1.35, 0.23, 0.24, 0.23, 0.29, -0.39, -0.35, 0.59, 0.27, -0.43, 0.74, -1.19, 0.23, 0.13, 0.27, -0.15, -0.28, -0.79, -0.30, -0.56, -0.07, -0.55, -0.03, 0.30, -0.31, 0.36, 0.41, -0.26, 0.16, -0.61, 0.34, -0.58, -0.49, 0.45, -0.25, 0.68, -0.66, -0.31, 0.47, 0.29, 0.28, -0.23, -0.52, -0.14, -0.35, 0.53, 0.33, -0.28, 0.44, -0.28, -0.33]}

No. 7
{"formula": "C26H47F4N4O10P2", "method": "ωB97M-V with the def2-TZVPD basis set", "charge": -1, "orbital_gap_ev": 6.747, "symbols": ["H", "H", "C", "H", "C", "F", "H", "H", "H", "H", "H", "O", "H", "C", "H", "O", "O", "C", "C", "C", "H", "H", "C", "H", "C", "H", "H", "H", "C", "C", "O", "H", "H", "O", "H", "N", "P", "C", "O", "C", "H", "C", "C", "H", "H", "H", "C", "C", "N", "H", "H", "C", "H", "H", "C", "O", "C", "C", "H", "H", "H", "O", "P", "C", "C", "C", "H", "H", "H", "H", "H", "H", "C", "N", "H", "N", "H", "H", "H", "H", "H", "F", "H", "C", "H", "H", "C", "F", "O", "H", "O", "F", "H"], "positions_angstrom": [[-2.21, -7.17, 4.48], [-3.04, 1.49, -5.51], [4.78, 5.23, -0.97], [6.82, 6.56, 0.35], [3.75, 6.20, 0.99], [-3.13, 0.63, -2.82], [-1.58, 7.48, -0.17], [3.89, 5.37, -1.58], [-5.81, 1.60, -7.20], [0.59, 4.58, -0.96], [-2.66, -2.06, 0.00], [-0.54, -0.28, 1.30], [5.67, 5.34, -1.59], [4.91, -1.79, -1.23], [-1.91, -6.87, 8.16], [-1.26, 3.36, 0.67], [-1.26, -4.59, 4.67], [-2.57, -6.89, 5.47], [-5.30, 0.77, -7.68], [-3.61, 0.62, -5.84], [-0.22, -1.57, -2.53], [-2.65, -4.09, 3.14], [4.83, -2.16, 0.21], [-0.29, 2.41, 2.93], [-1.90, 6.60, -0.74], [-2.49, -1.80, 2.15], [5.63, -1.87, 0.94], [5.82, -1.22, -1.54], [0.27, 5.43, -0.35], [-1.07, -6.84, 7.46], [-1.71, 0.87, -7.86], [2.47, -0.90, 2.80], [3.85, 6.97, 1.77], [0.01, -3.59, 0.24], [5.95, 7.72, -0.69], [4.79, 6.20, 0.11], [0.87, 1.98, 2.24], [3.84, -2.14, -2.18], [2.80, 5.45, 0.94], [-1.98, -3.96, 2.24], [-1.13, -2.22, 3.23], [1.35, -0.93, 2.67], [2.65, -2.87, -1.68], [-1.69, 0.32, -0.91], [5.76, 7.79, 1.08], [-5.37, 0.88, -8.76], [-2.89, 0.88, -8.14], [-1.56, -2.45, 2.22], [-3.91, 0.76, -7.26], [-3.40, -6.19, 5.35], [-5.77, -0.17, -7.38], [-2.85, -0.69, -2.47], [-2.92, -7.78, 5.99], [0.64, 6.36, -0.78], [0.75, 0.18, 1.67], [-0.44, -0.64, -2.30], [-0.94, -5.12, 5.71], [1.32, -3.96, 0.38], [0.93, -0.83, 3.72], [1.80, -3.12, -2.38], [0.68, 5.31, 0.65], [2.16, 2.07, 3.06], [-0.32, -1.97, 0.85], [-1.60, -0.65, -1.45], [5.89, 7.12, 0.22], [-1.68, -1.92, -0.53], [-1.50, -2.82, -1.19], [0.59, -1.42, -0.11], [-2.98, 6.47, -0.62], [4.75, 4.22, -0.55], [3.53, -3.14, 1.72], [-1.13, -4.67, 2.39], [-1.82, 4.36, 0.25], [-1.18, 5.44, -0.27], [-3.00, -0.27, -5.69], [-1.50, -6.25, 6.21], [1.12, 2.72, 1.04], [-0.26, -6.25, 7.90], [-4.53, 0.54, -5.26], [-1.68, 6.75, -1.80], [-2.91, 4.47, 0.27], [-2.80, -4.34, 1.12], [-0.13, -4.72, 6.35], [3.63, -2.88, 0.63], [1.56, 0.18, 0.87], [3.92, -1.83, -3.25], [2.52, -3.24, -0.28], [-3.99, -1.23, -1.92], [1.56, -4.97, 1.02], [-3.24, 0.97, -9.19], [0.88, -2.18, 2.12], [-2.50, -1.33, -3.65], [-0.71, -7.86, 7.28]], "mulliken_charge": [0.29, 0.29, -0.91, 0.33, 0.07, -0.30, 0.32, 0.25, 0.31, 0.29, 0.39, -0.62, 0.37, -0.25, 0.33, -0.48, -0.50, -0.93, -0.92, -1.02, 0.37, 0.36, -0.61, 0.02, -0.93, 0.39, 0.34, 0.32, -0.92, -0.93, -0.57, 0.35, 0.27, -0.54, 0.34, 0.13, 0.83, -0.71, -0.55, -0.29, 0.23, -0.77, 0.13, 0.26, 0.29, 0.32, 0.08, -1.06, 0.17, 0.28, 0.32, 0.89, 0.37, 0.34, 0.12, -0.55, 0.06, 0.08, 0.21, 0.32, 0.33, -0.76, 2.10, -0.20, -0.93, -1.38, 0.22, 0.24, 0.30, 0.31, 0.30, 0.14, 0.00, 0.24, 0.33, 0.15, -0.04, 0.29, 0.41, 0.32, 0.27, -0.42, 0.24, -0.43, -0.05, 0.33, 0.73, -0.28, -0.66, 0.26, -0.47, -0.30, 0.33]}

No. 8
{"formula": "C6H11N4", "method": "ωB97M-V with the def2-TZVPD basis set", "relative_energy_kj_mol": 243.6, "charge": 1, "orbital_gap_ev": 9.356, "smiles": "[H]/N=C(\\N)C/[N+](C)=C(/C)C#N", "symbols": ["H", "C", "N", "C", "N", "H", "H", "H", "H", "H", "C", "H", "N", "H", "H", "C", "C", "N", "C", "H", "H"], "positions_angstrom": [[1.13, -0.96, -2.16], [0.92, 0.17, 0.92], [-0.22, -2.87, 0.53], [-0.64, -1.86, 0.25], [2.95, -0.48, -0.50], [-2.95, -1.14, -0.26], [3.78, -0.39, 0.14], [0.00, 2.56, 0.92], [3.26, -1.05, -1.34], [-2.51, -0.20, -1.66], [-1.10, -0.46, -0.04], [1.34, 1.07, 1.37], [0.77, -0.54, -1.36], [0.88, -0.58, 1.74], [-2.72, 0.68, -0.06], [1.63, -0.30, -0.38], [-2.53, -0.22, -0.62], [-0.45, 0.47, 0.54], [-0.83, 1.86, 0.68], [-1.24, 2.22, -0.21], [-1.47, 2.03, 1.51]], "mulliken_charge": [0.16, -1.06, -0.37, 0.07, -0.45, 0.40, 0.25, 0.37, 0.23, 0.31, 0.96, 0.50, -0.56, 0.39, 0.39, 0.71, -1.07, 0.04, -1.17, 0.50, 0.40]}

Computed E_tot, in the same sequence as the records: -415.42401; -505.85971; -569.39841; -232.34461; -532.64917; -3718.05822; -3072.48902; -453.92548 Ha.